Computed, not measured: a cluster of 4 separate species, C37H64F3N2O10PS in total in a non-equilibrium geometry, with ωB97M-V/def2-TZVPD.

Atoms and positions in Å:
H 2.86 0.80 1.49
H -1.74 3.21 -5.83
C -1.70 -3.18 -0.85
C 3.11 4.14 -2.28
C 3.31 -0.98 -0.93
C 0.65 4.62 1.88
H -11.24 -1.92 7.21
H 4.69 -3.46 -2.28
H -7.16 -0.21 3.63
H 1.77 -4.03 -5.76
H 5.16 -4.65 -5.06
C 5.32 -3.73 -3.13
O -8.06 -2.01 3.56
H -10.44 -2.03 4.59
H 0.56 2.47 1.36
H -4.00 -2.64 6.14
N 5.45 3.43 -2.83
H 0.49 6.11 -2.86
H 7.39 2.23 -4.30
O -9.36 -2.08 6.36
C -0.24 -2.31 2.85
C -5.28 -3.07 -0.06
H 7.53 1.37 -0.78
C 3.12 2.67 0.37
C 3.09 4.87 -3.68
H -0.31 5.21 1.93
H 4.20 -1.21 -0.34
O 2.51 2.46 2.85
C 6.60 1.95 -1.02
C 1.86 1.52 3.63
H -2.91 -1.03 0.16
C -0.62 3.29 -5.72
H -1.09 0.03 1.68
C -0.95 -0.90 1.11
O 3.47 -1.42 -2.26
H 4.16 0.23 -3.22
C -3.17 -3.56 -0.98
S -1.16 3.96 -2.41
H -5.48 -2.29 -0.80
H 0.00 -1.47 3.49
H -0.37 3.45 0.16
H 4.25 -1.89 -4.71
H 2.91 5.02 1.94
C -5.93 -1.57 4.72
C 1.95 5.57 1.73
F 1.16 2.21 4.63
H 4.29 1.73 2.07
H -5.29 -0.72 4.97
C 5.06 -1.52 -4.08
C 4.40 3.38 -1.89
H -0.08 5.82 -0.67
C 1.88 4.19 -1.43
H 4.01 3.45 -5.18
O -1.29 -1.99 1.96
H 8.45 1.74 -2.92
H 8.34 3.57 -3.39
C 0.50 3.08 -5.30
H 6.14 -4.33 -2.73
C 1.91 3.42 -0.07
F 0.92 0.76 2.96
H -0.56 -3.15 3.46
H -10.35 -3.61 5.44
C -7.31 -1.05 4.31
C -9.79 -2.71 5.16
C 6.52 2.68 -2.34
C 2.99 3.89 -4.93
C 7.80 2.59 -3.29
H -1.78 0.11 -0.58
H -10.68 -0.49 6.28
C 4.54 -0.74 -2.88
H -5.49 -2.13 3.88
H 4.11 5.38 -3.76
H -1.14 -3.73 -1.61
H -7.82 -3.60 4.89
P 0.31 5.11 -1.87
O -6.04 -2.40 5.87
H 0.65 -2.63 2.29
C 4.39 2.67 -0.59
H 0.09 -0.97 0.78
H 2.34 5.73 -3.72
H 1.84 6.33 2.58
H 3.10 0.09 -0.90
H 1.89 2.22 -3.79
C -8.60 -3.10 4.30
F 2.76 0.68 4.27
H -3.26 -4.65 -1.09
C 1.95 2.70 -4.80
H 2.62 -5.58 -5.60
H 2.46 -1.53 -0.50
H 5.67 -0.85 -4.68
H -1.29 -3.47 0.12
H -3.59 -3.07 -1.87
C -4.91 -3.24 6.02
C 3.21 1.85 1.73
N 5.54 1.93 -0.13
H 4.41 -5.59 -3.73
H -5.76 -2.78 0.88
C -10.38 -1.30 6.95
H -5.06 -3.84 6.92
H -8.95 -3.82 3.55
H 0.77 4.16 2.92
O -1.45 -1.80 -1.13
H 2.68 4.49 -5.86
C 0.57 3.45 0.78
C 2.75 -4.49 -5.63
H -4.82 -3.91 5.17
O -3.89 -3.18 0.18
C -1.86 -0.88 -0.11
H 5.35 -0.58 -2.16
H -5.69 -4.03 -0.39
O 3.29 -4.02 -4.41
H 1.94 6.14 0.76
H -9.98 -0.86 7.87
O 5.94 -2.59 -3.71
C 4.57 -4.58 -4.14
H -7.88 -0.69 5.16
H 3.39 -4.21 -6.47
H 2.30 1.89 -5.52

The calculation puts the LUMO energy at -1.21 eV. The net charge is 0. Its SMILES is C#CCCCc1c([PH2]=S)c(CCC)c(COC(F)(F)F)c2ncc(C)nc12.COCCOCCOC.COCCOCCOC.COCCOCCOC. The value obtained for the molar mass is 816.958 g mol⁻¹. For the largest force on an atom, the calculation gives 5.2 eV/A.

Atom charges from the Mulliken analysis, given in e for atoms 1 to 5: 0.192 0.373 -0.356 0.660 -0.511